Entry 1:
Below is 2 unconnected molecules or ions with the total composition C4H8N2O3, with properties calculated with wB97M-V/def2-TZVPD.

As for the structure (SMILES): COC=C(O)O.N=C=N. The calculation puts the energy above the lowest of the compared OMol25 structures with the same formula, charge and spin at 101.9 kcal/mol. The value obtained for the frontier orbital gap is 8.727 eV. The LUMO energy is 0.7 eV. The spin multiplicity is 1.

CARTESIAN COORDINATES (ANGSTROEM)
C (0.38, 1.58, -1.35)
O (-0.05, 0.90, -0.20)
C (0.64, -0.31, 0.13)
C (0.60, -0.68, 1.43)
O (-0.06, 0.13, 2.31)
O (1.14, -1.89, 1.85)
H (0.61, 0.80, -1.98)
H (1.29, 2.34, -1.26)
H (-0.51, 2.22, -1.67)
H (1.09, -0.77, -0.79)
H (-0.49, 0.90, 1.88)
H (0.97, -2.00, 2.76)
N (-1.56, -2.80, 0.14)
C (-1.97, -1.69, 0.24)
N (-2.57, -0.68, 0.50)
H (-0.78, -3.34, 0.62)
H (-2.90, 0.06, -0.16)

***

Entry 2:
Below is C4H8N2O3 in the gas phase, with properties calculated with wB97M-V/def2-TZVPD.

As for the structure (SMILES): CO/C(C)=C(\N)[N+](=O)[O-]. The calculation puts the energy above the lowest of the compared OMol25 structures with the same formula, charge and spin at 178.3 kcal/mol. The value obtained for the frontier orbital gap (alpha / beta) is 7.122 / 7.762 eV. The LUMO energy (alpha / beta) is -0.5 / 0.0 eV. The spin multiplicity is 1.

CARTESIAN COORDINATES (ANGSTROEM)
C (2.44, -0.59, -0.33)
O (1.14, -0.79, 0.29)
C (0.27, 0.20, 0.35)
C (0.46, 1.70, 0.23)
C (-1.30, -0.45, 0.15)
N (-1.46, -1.83, 0.14)
N (-2.43, 0.31, 0.21)
O (-3.54, -0.25, 0.15)
O (-2.34, 1.50, 0.35)
H (2.43, -0.72, -1.39)
H (3.19, -1.22, 0.36)
H (2.68, 0.45, -0.21)
H (0.06, 1.87, -0.77)
H (-0.04, 2.21, 0.99)
H (1.57, 1.91, 0.17)
H (-0.77, -2.30, -0.35)
H (-2.35, -1.98, -0.35)

***

Entry 3:
Below is 2 unconnected molecules or ions with the total composition C4H8N2O3, with properties calculated with wB97M-V/def2-TZVPD.

As for the structure (SMILES): C=[N+]([O-])O.O=C1CCN1. The calculation puts the energy above the lowest of the compared OMol25 structures with the same formula, charge and spin at 151.8 kcal/mol. The value obtained for the frontier orbital gap is 9.814 eV. The LUMO energy is 0.7 eV. The spin multiplicity is 1.

CARTESIAN COORDINATES (ANGSTROEM)
C (-0.27, -0.88, -1.25)
N (0.88, -1.43, -1.28)
O (2.03, -1.04, -1.38)
O (0.72, -2.74, -0.89)
H (-0.28, 0.15, -1.67)
H (-1.23, -1.53, -1.23)
H (1.64, -3.17, -0.75)
O (-0.15, -1.19, 1.42)
C (-0.26, -0.08, 1.04)
C (0.63, 1.22, 1.00)
C (-0.69, 1.92, 0.52)
N (-1.36, 0.66, 0.85)
H (1.61, 1.45, 0.45)
H (0.95, 1.46, 2.07)
H (-1.08, 2.77, 1.05)
H (-0.88, 2.01, -0.57)
H (-2.26, 0.42, 0.63)

***

Entry 4:
Below is C4H8N2O5S in the gas phase, with properties calculated with wB97M-V/def2-TZVPD.

As for the structure (SMILES): NC[C@]1(O)N[C@](O)(SO)C(=O)O1. The calculation puts the energy above the lowest of the compared OMol25 structures with the same formula, charge and spin at 0.0 kcal/mol. The value obtained for the frontier orbital gap is 9.491 eV. The LUMO energy is 0.3 eV. The spin multiplicity is 1.

CARTESIAN COORDINATES (ANGSTROEM)
N (-2.94, -1.00, 0.17)
C (-1.58, -1.31, -0.17)
C (-0.71, 0.02, -0.28)
O (-1.13, 0.82, -1.35)
N (0.63, -0.31, -0.49)
C (1.45, 0.64, 0.18)
O (1.79, 1.75, -0.85)
S (2.91, 0.07, 1.12)
O (3.92, -0.48, 0.02)
C (0.51, 1.28, 1.19)
O (0.73, 2.09, 2.03)
O (-0.68, 0.75, 0.96)
H (-2.98, -0.51, 1.02)
H (-3.75, -1.53, 0.07)
H (-1.56, -1.84, -1.10)
H (-1.29, -1.88, 0.61)
H (-2.02, 0.65, -1.47)
H (0.85, -0.34, -1.42)
H (1.91, 2.56, -0.32)
H (3.93, -1.43, 0.08)

***

Entry 5:
Below is C4H8N2OS in the gas phase, with properties calculated with wB97M-V/def2-TZVPD.

As for the structure (SMILES): NN1CCOCC1=S. The calculation puts the energy above the lowest of the compared OMol25 structures with the same formula, charge and spin at 77.6 kcal/mol. The value obtained for the frontier orbital gap is 9.080 eV. The LUMO energy is 0.4 eV. The spin multiplicity is 1.

CARTESIAN COORDINATES (ANGSTROEM)
N (1.22, 1.96, -0.33)
N (0.51, 0.73, 0.03)
C (-0.90, 0.95, 0.06)
C (-1.60, -0.51, 0.20)
O (-1.13, -1.39, -0.63)
C (0.13, -1.64, -0.10)
C (1.14, -0.52, -0.13)
S (2.78, -0.86, 0.02)
H (2.02, 1.97, 0.42)
H (1.64, 1.59, -1.25)
H (-1.08, 1.46, 1.05)
H (-1.18, 1.76, -0.79)
H (-1.66, -0.95, 1.24)
H (-2.73, -0.24, 0.08)
H (0.54, -2.32, -0.78)
H (0.30, -2.00, 0.92)

***

Entry 6:
Below is C4H8N2S in the gas phase, with properties calculated with wB97M-V/def2-TZVPD.

As for the structure (SMILES): [H]/N=C1\SCCN1C. The calculation puts the energy above the lowest of the compared OMol25 structures with the same formula, charge and spin at 24.2 kcal/mol. The value obtained for the frontier orbital gap is 9.463 eV. The LUMO energy is 0.8 eV. The spin multiplicity is 1.

CARTESIAN COORDINATES (ANGSTROEM)
H (-2.00, 1.04, 2.24)
N (-1.89, 0.75, 1.25)
C (-0.73, 0.32, 0.95)
S (0.55, 0.36, 2.16)
C (1.77, -0.10, 0.83)
C (1.10, -0.09, -0.50)
N (-0.37, -0.13, -0.28)
C (-1.31, -0.32, -1.36)
H (2.07, -1.15, 1.02)
H (2.64, 0.55, 0.80)
H (1.47, -0.93, -1.05)
H (1.44, 0.79, -1.08)
H (-0.98, -0.94, -2.21)
H (-2.16, -0.80, -0.98)
H (-1.60, 0.66, -1.78)

***

Which value of spin multiplicity does entry 2 give? 1

***

What is the formula in the third record? C4H8N2O3

***

What is the formula in the third record? C4H8N2O3